# C28H81N3O11

11 unconnected molecules or ions with the total composition C28H81N3O11 (wB97M-V/def2-TZVPD, the OMol25 dataset).

Last column: Mulliken charge in e.
Geometry (Å):
C (-0.39758, 1.33162, -1.78601)  -1.8430
C (0.06257, 0.81723, -0.43247)  2.3122
O (0.46715, 1.90657, 0.40250)  0.0784
H (-1.32208, 1.88263, -1.65069)  0.2108
H (-0.57446, 0.41378, -2.36027)  0.2747
H (0.35122, 1.87341, -2.35850)  0.6551
H (0.79007, -0.00234, -0.42821)  -0.9349
H (-0.81785, 0.37019, 0.05151)  -0.2763
H (0.45641, 1.59955, 1.33297)  -0.2846
C (0.94476, 5.93702, 0.37436)  -0.5616
C (0.08213, 5.37250, -0.75402)  -0.2842
O (0.67195, 4.22296, -1.33399)  -0.4631
H (0.41788, 6.70716, 0.94446)  0.3649
H (1.85505, 6.43261, 0.03697)  0.3679
H (1.19915, 5.10028, 1.02615)  -0.2902
H (-0.00751, 6.10706, -1.55381)  0.3529
H (-0.92003, 5.11025, -0.40484)  0.2304
H (0.70838, 3.51371, -0.66877)  0.2300
C (-0.96020, 4.86705, 3.14190)  -0.3706
C (-1.36480, 4.38247, 4.52593)  -0.6418
O (-0.43481, 3.47365, 5.10574)  -0.6432
H (-1.73335, 5.49080, 2.69483)  0.4588
H (-0.84662, 3.98910, 2.49274)  -0.0521
H (0.01110, 5.35886, 3.08750)  0.1360
H (-2.28910, 3.81626, 4.41934)  0.3604
H (-1.54919, 5.25406, 5.15955)  0.3667
H (0.46447, 3.83359, 4.96520)  0.2694
C (-4.18183, -0.21599, -0.74834)  -0.3541
C (-4.69766, -1.00460, 0.44795)  -0.0813
O (-5.55253, -2.05367, -0.00157)  -0.5776
H (-3.87908, -0.89493, -1.54257)  -0.0498
H (-3.31282, 0.38874, -0.48040)  -0.1072
H (-4.95250, 0.48144, -1.07890)  0.4371
H (-5.24123, -0.39677, 1.18090)  0.4705
H (-3.82513, -1.40781, 0.98273)  -0.0791
H (-5.56727, -2.72318, 0.68826)  0.3400
C (3.52290, 0.54235, 1.69999)  -0.3948
C (3.72777, -0.89174, 2.13263)  0.0691
O (4.40854, -0.91638, 3.39642)  -0.5829
H (2.86140, 0.65524, 0.84188)  -0.0407
H (4.47033, 0.95831, 1.33863)  0.4917
H (3.24530, 1.14904, 2.56044)  -0.1573
H (4.25686, -1.53412, 1.42017)  0.4236
H (2.75661, -1.37538, 2.32713)  -0.1082
H (4.49516, -1.84013, 3.64722)  0.3127
C (1.56562, -0.27634, -5.86644)  -1.2315
C (2.12954, 0.23328, -4.53574)  0.2495
O (3.17030, -0.72237, -4.21335)  -0.5569
H (0.74290, 0.37729, -6.17068)  0.3435
H (1.15120, -1.27982, -5.78101)  0.2777
H (2.35493, -0.26333, -6.61324)  0.3224
H (1.32796, 0.31734, -3.80397)  -0.1964
H (2.60377, 1.20261, -4.68577)  0.5468
H (3.85804, -0.20839, -3.77634)  0.2913
C (-1.73951, 3.58777, -4.17290)  -0.9766
C (-2.46664, 4.80754, -4.70019)  -0.1987
O (-2.26644, 5.04615, -6.09561)  -0.5331
H (-2.21788, 2.64369, -4.46823)  0.4229
H (-1.80010, 3.55974, -3.08522)  0.1243
H (-0.71252, 3.44772, -4.51405)  0.4041
H (-2.09937, 5.70000, -4.19227)  0.2367
H (-3.54248, 4.68638, -4.54437)  0.2328
H (-1.99437, 4.22609, -6.51674)  0.2874
C (2.89227, 4.08655, 3.17903)  -0.5751
C (3.34240, 3.79759, 4.62183)  -0.3842
O (2.28387, 4.22335, 5.48375)  -0.5775
H (2.46798, 5.08728, 3.10055)  0.4681
H (2.15671, 3.34767, 2.86706)  -0.2817
H (3.79162, 4.11780, 2.56244)  0.4769
H (4.23619, 4.39370, 4.82542)  0.3582
H (3.55756, 2.73630, 4.76063)  0.2647
H (2.42162, 3.93084, 6.39038)  0.2703
C (-1.96908, 0.79828, 2.88959)  -0.9484
C (-0.65982, 0.25356, 3.40864)  0.1393
C (-0.23132, -1.08887, 2.83167)  -0.0233
O (-1.20373, -2.01942, 3.25909)  -0.4754
C (-1.09453, -3.31692, 2.71013)  -0.5395
N (0.41595, 1.27443, 3.30571)  -0.6788
H (-2.74382, 0.03505, 2.83886)  0.4605
H (-1.87634, 1.20174, 1.87298)  0.0677
H (-2.28435, 1.67304, 3.45847)  0.0607
H (-0.73181, 0.04722, 4.48544)  0.4703
H (0.70497, -1.39226, 3.32564)  0.3463
H (0.00589, -1.05762, 1.76117)  -0.0268
H (-1.19406, -3.28973, 1.62003)  0.0315
H (-1.87853, -3.90909, 3.17118)  0.3044
H (-0.10690, -3.74635, 2.91376)  0.3701
H (1.25676, 0.83949, 3.68187)  0.2692
H (0.14709, 2.00487, 3.97628)  0.1181
C (-2.93972, -3.44765, -2.96717)  -1.8322
C (-2.23112, -3.45299, -1.60364)  1.9173
C (-1.80221, -4.85866, -1.21136)  -0.6463
O (-2.91844, -5.67999, -0.89870)  -0.4641
C (-3.34312, -5.47115, 0.43836)  -0.4154
N (-1.09702, -2.53220, -1.65401)  0.3313
H (-2.24865, -3.74382, -3.75931)  0.3929
H (-3.27023, -2.43770, -3.22012)  0.3302
H (-3.82934, -4.08261, -2.96613)  0.4052
H (-2.92501, -3.07699, -0.84531)  -0.9576
H (-1.07747, -4.80851, -0.39204)  0.2644
H (-1.32496, -5.34800, -2.06251)  0.3281
H (-2.62524, -5.84243, 1.17073)  0.2777
H (-4.32151, -5.94547, 0.53261)  0.3272
H (-3.57574, -4.40995, 0.58657)  -0.0370
H (-0.38876, -2.92451, -2.29395)  0.0402
H (-1.26938, -1.62867, -2.08053)  -0.0149
C (2.00216, -2.89382, -0.66786)  -1.0130
C (2.34262, -3.77240, -1.83974)  0.7922
C (2.20371, -5.27427, -1.64958)  -0.5244
O (3.09456, -5.67618, -0.63608)  -0.3240
C (3.06609, -7.06016, -0.39408)  -0.7638
N (1.47186, -3.39425, -3.00236)  -0.6177
H (2.10068, -1.82469, -0.89241)  0.2089
H (2.59754, -3.07837, 0.22677)  0.5302
H (0.94764, -2.91719, -0.37582)  -0.2170
H (3.38663, -3.56293, -2.10578)  0.2388
H (2.29176, -5.80582, -2.60520)  0.3689
H (1.16485, -5.48686, -1.35691)  -0.0112
H (3.59606, -7.24239, 0.54824)  0.2578
H (3.65373, -7.61200, -1.13467)  0.2781
H (2.05596, -7.44184, -0.22063)  0.3046
H (1.85584, -2.49134, -3.29030)  -0.1082
H (1.78514, -3.97050, -3.78517)  0.3066

Atoms 1-6, force components in eV/Å:
C 0.548 -1.395 0.094
C -0.821 0.395 0.892
O 0.197 -0.250 -0.268
H 0.047 0.199 -0.240
H -0.416 0.203 -0.168
H -0.023 0.382 0.294

## Properties
**HOMO**: -8.93 eV
**Electronic energy**: -57339.036 eV
**Structure (SMILES)**: COC[C@H](C)N.COC[C@H](C)N.COC[C@H](C)N.CCO.CCO.CCO.CCO.CCO.CCO.CCO.CCO
**Orbital gap**: 9.38 eV